No. 1
Density functional theory data (ωB97M-V/def2-TZVPD) for a structure of composition C25H20N5O9OsS.

The value obtained for the molar mass is 756.76 g/mol. The calculation puts the HOMO energy at -10.73 eV. For the frontier orbital gap, the calculation gives 6.5 eV. The largest force on an atom comes out at 0.0161 Eh/bohr. Its net charge is +1.

Each line ends with the Löwdin charge.
Positions of all 61 atoms, in Å:
Os1 -0.1388 0.3085 0.0583  1.350
O1 -0.8309 -5.0374 -0.4331  0.074
C1 0.5030 -4.8981 -0.4863  -0.257
C2 1.2520 -6.0752 -0.5620  -0.001
C3 2.6257 -6.0242 -0.6224  -0.056
C4 3.3000 -4.8001 -0.6109  -0.075
C5 2.5720 -3.6380 -0.5318  -0.021
C6 1.1692 -3.6585 -0.4644  -0.085
C7 0.4633 -2.3815 -0.3645  -0.384
O2 1.1516 -1.2924 -0.3023  -0.158
N1 -0.8778 -2.3943 -0.3463  0.069
N2 -1.3592 -1.1192 -0.2824  -0.218
C8 -2.6061 -0.8341 -0.5390  -0.042
C9 -2.9425 0.5812 -0.4743  -0.244
C10 -4.2138 1.0748 -0.7298  0.005
C11 -4.4322 2.4401 -0.6530  -0.023
C12 -3.3782 3.2849 -0.3316  -0.026
C13 -2.1324 2.7382 -0.0953  -0.088
N3 -1.9095 1.4203 -0.1611  -0.065
H1 -1.2399 -4.1506 -0.4262  0.064
H2 0.7195 -7.0159 -0.5760  0.124
H3 3.1866 -6.9476 -0.6831  0.113
H4 4.3786 -4.7689 -0.6667  0.106
H5 3.0673 -2.6770 -0.5269  0.115
H6 -3.3052 -1.6074 -0.8230  0.138
H7 -5.0119 0.3917 -0.9831  0.127
H8 -5.4171 2.8422 -0.8470  0.123
H9 -3.5123 4.3548 -0.2716  0.118
H10 -1.2735 3.3459 0.1544  0.110
O3 3.5097 -0.4171 5.1079  0.162
C14 2.2209 -0.7163 5.1476  -0.476
O4 1.6892 -1.1251 6.1403  0.140
C15 1.3755 -0.5441 3.9104  -0.006
C16 0.0692 -0.9766 3.9571  0.044
N4 -0.4726 -0.7421 2.7580  0.087
N5 0.3946 -0.1751 1.9110  -0.093
C17 1.5422 -0.0486 2.5933  -0.097
C18 2.7822 0.5297 2.0282  -0.326
O5 3.8119 0.6081 2.6109  0.216
O6 2.7571 0.9844 0.6869  -0.096
H11 3.7951 -0.1165 4.2277  0.076
H12 -0.4697 -1.4409 4.7649  0.158
H13 -1.3979 -0.9632 2.4227  0.171
C19 2.2734 8.8017 -0.7240  -0.039
C20 2.4650 7.3415 -0.4256  -0.258
C21 2.8899 6.4590 -1.4142  -0.013
C22 3.1070 5.1157 -1.1377  0.008
C23 2.8801 4.6925 0.1509  -0.259
C24 2.4557 5.5177 1.1696  0.003
C25 2.2484 6.8534 0.8627  -0.018
S1 2.0137 2.3140 0.2690  0.536
O7 0.9470 2.5259 1.2037  -0.247
O8 3.1669 3.3117 0.4715  -0.113
O9 1.6329 2.1593 -1.0911  -0.217
H14 2.2486 8.9884 -1.7959  0.080
H15 3.0909 9.3881 -0.3015  0.092
H16 1.3458 9.1732 -0.2892  0.085
H17 3.0636 6.8256 -2.4176  0.122
H18 3.4468 4.4240 -1.8955  0.132
H19 2.3053 5.1297 2.1673  0.130
H20 1.9217 7.5296 1.6426  0.124

***

No. 2
Density functional theory data (ωB97M-V/def2-TZVPD) for a structure of composition C25H21AsCoN4S2 at a distorted geometry.

The value obtained for the molar mass is 575.46 g/mol. The calculation puts the HOMO energy (alpha / beta) at -10.76 / -11.07 eV. For the frontier orbital gap (alpha / beta), the calculation gives 7.1 / 5.8 eV. As for the spin multiplicity: 5. The largest force on an atom comes out at 0.0603 Eh/bohr. Its net charge is +1.

Each line ends with the Mulliken spin population.
Positions of all 54 atoms, in Å:
Co1 -12.9376 -10.5263 5.7941  2.502
N1 -16.9517 -12.0735 4.8649  0.004
C1 -15.6584 -11.7617 5.1342  -0.031
S1 -15.1076 -10.1648 5.5623  0.348
N2 -14.7907 -12.7493 4.9949  0.029
N3 -13.4889 -12.3249 5.1130  -0.001
C2 -12.5432 -13.1918 4.8539  0.068
C3 -11.1807 -12.6719 4.9881  0.012
C4 -9.9665 -13.3763 4.7657  0.018
C5 -8.8014 -12.6666 4.5088  0.003
C6 -8.8425 -11.2326 4.6680  0.010
C7 -10.0368 -10.6287 5.0677  0.005
N4 -11.1187 -11.3633 5.3080  0.041
H1 -17.7391 -11.4616 4.8853  -0.002
H2 -17.0416 -13.0630 4.6431  -0.001
H3 -12.7901 -14.2136 4.5855  0.000
H4 -10.0307 -14.4638 4.7032  0.000
H5 -7.9301 -13.1871 4.1596  0.000
H6 -7.9614 -10.6688 4.4877  0.001
H7 -10.1190 -9.5518 5.2544  0.014
S2 -12.6699 -8.5954 4.8387  0.729
C8 -12.5239 -7.4655 6.1418  -0.013
C9 -12.1042 -6.2082 5.7178  0.092
C10 -11.7553 -5.2169 6.6427  -0.050
C11 -12.0034 -5.4723 8.0132  0.106
C12 -12.5660 -6.6849 8.3911  -0.031
C13 -12.8281 -7.7161 7.4710  0.080
As1 -13.1776 -9.6278 7.9742  0.016
C14 -15.0381 -9.3838 8.5620  0.013
C15 -15.6696 -10.5582 8.9990  0.002
C16 -16.9201 -10.4980 9.6156  0.003
C17 -17.5804 -9.2662 9.7436  -0.001
C18 -17.0008 -8.1179 9.2292  -0.001
C19 -15.7297 -8.1878 8.6252  -0.007
C20 -12.2459 -9.5606 9.7271  0.028
C21 -10.8687 -9.4548 9.7397  0.002
C22 -10.1828 -9.2356 10.9606  0.000
C23 -10.8750 -9.0957 12.1553  0.001
C24 -12.2664 -9.1776 12.1093  0.001
C25 -12.9433 -9.4524 10.9404  0.005
H8 -12.0623 -6.0137 4.6523  0.000
H9 -11.2781 -4.2828 6.2896  -0.001
H10 -11.7892 -4.7187 8.7676  0.004
H11 -12.9066 -6.7988 9.4455  0.004
H12 -15.2130 -11.5263 8.8813  -0.005
H13 -17.3935 -11.3931 9.9794  0.000
H14 -18.5697 -9.1765 10.1764  0.000
H15 -17.4972 -7.1424 9.2721  0.000
H16 -15.3175 -7.2155 8.2893  0.006
H17 -10.2863 -9.6408 8.7975  0.001
H18 -9.0922 -9.1434 10.9730  0.000
H19 -10.3954 -8.9390 13.1246  0.000
H20 -12.8726 -9.0439 13.0005  0.000
H21 -13.9936 -9.5736 10.9303  0.000

***

No. 3
Density functional theory data (ωB97M-V/def2-TZVPD) for a structure of composition C25H21BrN9O9PRb at a distorted geometry.

The value obtained for the molar mass is 787.84 g/mol. The calculation puts the HOMO energy at -6.14 eV. For the frontier orbital gap, the calculation gives 8.0 eV. The largest force on an atom comes out at 0.0218 Eh/bohr. Its net charge is -1.

Each line ends with the Löwdin charge.
Positions of all 67 atoms, in Å:
Rb1 -0.9285 -1.0174 0.8674  1.050
C1 1.8935 4.6217 2.2853  -0.050
N1 1.0391 3.4987 2.6099  -0.142
C2 0.4571 3.2661 3.8289  -0.080
C3 -0.2541 2.1088 3.6900  -0.136
N2 -0.1186 1.6277 2.4204  0.052
C4 0.6632 2.4772 1.7849  -0.460
P1 1.2470 2.3876 0.0530  1.187
C5 -0.3695 2.1598 -0.7695  -0.469
N3 -1.3880 1.4241 -0.3698  -0.044
C6 -2.4319 1.7461 -1.1852  -0.144
C7 -2.0432 2.6975 -2.0840  -0.072
N4 -0.7348 2.9678 -1.8053  -0.120
C8 0.0774 3.9660 -2.4811  -0.037
C9 2.1340 0.7913 0.1927  -0.465
N5 1.7089 -0.3282 0.7419  -0.047
C10 2.7899 -1.1588 0.8060  -0.139
C11 3.8875 -0.5284 0.2949  -0.071
N6 3.4651 0.7128 -0.0903  -0.122
C12 4.2995 1.7173 -0.7205  -0.049
H1 2.0252 5.2179 3.1861  0.083
H2 1.4447 5.2402 1.5090  0.082
H3 2.8690 4.2835 1.9393  0.079
H4 0.6021 3.9355 4.6590  0.105
H5 -0.8460 1.5900 4.4258  0.091
H6 -3.3978 1.2785 -1.0855  0.098
H7 -2.5617 3.2008 -2.8812  0.110
H8 -0.4021 4.1955 -3.4321  0.088
H9 1.0613 3.5468 -2.6687  0.059
H10 0.1376 4.8768 -1.8838  0.083
H11 2.7189 -2.1563 1.2070  0.100
H12 4.9077 -0.8422 0.1564  0.111
H13 4.9411 1.2294 -1.4538  0.093
H14 4.9115 2.2311 0.0228  0.084
H15 3.6630 2.4132 -1.2567  0.047
Br1 0.6885 -2.7501 -7.1265  0.695
C13 1.6136 -1.3108 -6.2963  -0.683
C14 2.6394 -0.6861 -6.9885  -0.151
C15 3.3044 0.3657 -6.3739  -0.091
C16 2.9418 0.7781 -5.1003  -0.034
C17 1.9156 0.1383 -4.4162  -0.118
C18 1.2489 -0.9198 -5.0216  -0.069
C19 1.5164 0.5808 -3.0120  -0.619
O1 2.0813 1.6277 -2.5854  -0.119
O2 0.7239 -0.1503 -2.3972  -0.004
H16 2.9073 -1.0148 -7.9828  0.090
H17 4.1106 0.8651 -6.8977  0.096
H18 3.4417 1.6060 -4.6147  0.107
H19 0.4625 -1.4183 -4.4718  0.111
O3 -5.1224 -4.0810 6.6496  0.047
N7 -5.2783 -4.7342 5.6287  -0.370
O4 -6.0108 -5.7075 5.5481  0.051
C20 -4.4897 -4.3743 4.4671  -0.156
C21 -4.6131 -5.1152 3.2985  0.073
C22 -3.8586 -4.7803 2.2037  -0.056
C23 -2.9731 -3.6390 2.1375  -0.336
O5 -2.4304 -3.1898 1.1241  -0.119
C24 -2.8642 -3.0046 3.4414  -0.063
C25 -3.6060 -3.3035 4.5478  0.072
N8 -1.8715 -1.9285 3.5959  -0.375
O6 -0.7504 -2.1344 3.1666  -0.081
O7 -2.2079 -0.8879 4.1263  0.083
N9 -4.0163 -5.6342 1.0205  -0.353
O8 -5.1171 -6.1228 0.8148  0.053
O9 -3.0554 -5.7677 0.2928  0.098
H20 -5.2965 -5.9486 3.2480  0.131
H21 -3.5023 -2.7363 5.4606  0.134

***

No. 4
Density functional theory data (ωB97M-V/def2-TZVPD) for a structure of composition C25H21CdN3OS5.

The value obtained for the molar mass is 652.21 g/mol. The calculation puts the HOMO energy at -1.24 eV. For the frontier orbital gap, the calculation gives 5.5 eV. The largest force on an atom comes out at 0.0072 Eh/bohr. Its net charge is -2.

Each line ends with the Löwdin charge.
Positions of all 56 atoms, in Å:
Cd1 1.6016 -1.0251 -0.6855  1.035
N1 2.3800 0.6150 2.1699  0.126
C1 1.1263 1.1834 2.1468  -0.299
C2 1.0036 2.5770 2.0315  -0.049
C3 -0.2249 3.1985 2.0775  -0.110
C4 -1.3822 2.4480 2.2686  -0.132
C5 -1.2658 1.0715 2.3610  -0.079
C6 -0.0406 0.4113 2.2607  -0.165
C7 0.0012 -1.0765 2.2742  -0.251
C8 -0.5980 -1.7467 3.3454  -0.071
C9 -0.6404 -3.1306 3.3887  -0.136
C10 -0.0736 -3.8578 2.3563  -0.140
C11 0.5289 -3.1886 1.2948  -0.178
C12 0.5913 -1.7891 1.2052  -0.202
H1 2.4252 -0.3808 2.0154  0.037
H2 3.1032 1.1431 1.7062  0.063
H3 1.9039 3.1602 1.8679  0.106
H4 -0.2912 4.2717 1.9429  0.094
H5 -2.3513 2.9318 2.2976  0.084
H6 -2.1638 0.4716 2.4665  0.102
H7 -1.0296 -1.1800 4.1648  0.100
H8 -1.1062 -3.6340 4.2297  0.081
H9 -0.0923 -4.9434 2.3768  0.081
H10 0.9701 -3.7916 0.5040  0.069
O1 7.4312 2.8355 0.2037  -0.134
C13 6.4399 2.1631 -0.0075  -1.083
S1 4.9223 2.7945 -0.6288  0.887
C14 4.0220 1.2682 -0.7152  -1.240
C15 4.6917 0.1686 -0.3139  -1.249
S2 4.1500 -1.4910 -0.2385  0.295
S3 6.3558 0.4226 0.2252  0.885
S4 2.4053 1.4112 -1.3552  0.347
C16 -4.8328 2.0518 0.0577  -0.065
N2 -3.5587 1.5318 -0.3675  -0.139
C17 -3.1494 0.2087 -0.2515  -0.071
C18 -1.8729 0.1525 -0.6602  -0.079
N3 -1.5124 1.4353 -1.0225  0.108
C19 -2.5474 2.2928 -0.8698  -0.853
S5 -2.6153 3.9323 -1.2447  0.470
H11 -5.6209 1.3468 -0.2080  0.083
H12 -4.9938 3.0017 -0.4481  0.038
H13 -4.8458 2.2193 1.1373  0.085
H14 -3.7957 -0.5587 0.1335  0.115
H15 -1.1848 -0.6694 -0.7087  0.068
H16 -0.5952 1.7161 -1.3371  0.117
C20 -0.9364 -2.2595 -4.9270  -0.149
C21 -0.0860 -1.1608 -4.8929  -0.136
C22 0.6268 -0.8611 -3.7363  -0.191
C23 0.5259 -1.6289 -2.5678  -0.278
C24 -0.3429 -2.7264 -2.6393  -0.197
C25 -1.0610 -3.0459 -3.7888  -0.145
H17 -1.4976 -2.4956 -5.8248  0.078
H18 0.0193 -0.5327 -5.7724  0.083
H19 1.2900 0.0007 -3.7412  0.041
H20 -0.4822 -3.3558 -1.7621  0.064
H21 -1.7244 -3.9061 -3.7949  0.079